1.
C20H59N3O11 | ωB97M-V/def2-TZVPD

Values from the calculation:
LUMO level (alpha / beta)	-2.3 / -8.6	eV
highest occupied orbital energy (alpha / beta)	-0.4104 / -0.4104	Ha
Kohn-Sham gap (alpha / beta)	8.85 / 2.54	eV

```
! wB97M-V def2-TZVPD RIJCOSX def2/J DEFGRID3
* xyz 1 2
C -4.00614 1.58970 -1.46547
O -4.34591 0.81766 -2.61231
H -3.85402 0.87884 -0.65329
H -2.99786 1.96258 -1.64558
H -4.65766 2.39580 -1.12810
H -3.59356 0.25916 -2.82123
C 2.83008 5.11639 0.29158
O 1.43616 4.96678 0.41922
H 3.29784 4.48852 -0.46676
H 3.05552 6.18047 0.22083
H 3.39048 4.88246 1.19675
H 1.35588 4.02566 0.59085
C -2.35694 3.01119 3.62222
C -2.32491 1.48821 3.59015
C -3.11691 0.81351 2.47505
O -4.49594 0.98473 2.81289
C -5.41835 0.13035 2.20607
N -0.93566 1.11868 3.36672
H -1.86629 3.38192 2.72227
H -1.78338 3.46375 4.43112
H -3.33430 3.48296 3.72371
H -2.76057 1.13414 4.52447
H -2.93060 -0.25710 2.39030
H -2.69337 1.12099 1.51892
H -6.44750 0.39749 2.44605
H -5.09838 -0.86440 2.51622
H -5.27457 0.36318 1.15098
H -0.28402 1.86659 3.55669
H -0.63691 0.48926 4.09794
C 2.58875 -1.77779 -2.05166
C 1.33217 -2.46202 -2.63272
C 1.46409 -4.04245 -2.84007
O 0.21095 -4.68276 -3.14393
C 0.13809 -6.09115 -2.84356
N 0.14954 -2.14794 -1.78473
H 3.11510 -1.57211 -2.98373
H 3.10079 -2.30413 -1.24613
H 2.28881 -0.80215 -1.66923
H 0.94086 -2.04103 -3.55887
H 1.88213 -4.39897 -1.89867
H 2.19170 -4.29997 -3.60972
H -0.18648 -6.07547 -1.80313
H 1.07438 -6.61980 -3.02241
H -0.68651 -6.62311 -3.31808
H -0.33483 -3.03420 -1.78056
H 0.53824 -2.07290 -0.85554
C 5.65023 2.36995 4.46436
C 5.88752 1.98014 2.99183
C 4.64559 2.08197 2.10739
O 3.64071 1.04553 2.33910
C 3.93121 -0.19457 1.69843
N 6.99308 2.78638 2.53407
H 5.05536 3.28327 4.45561
H 6.53906 2.62802 5.04011
H 4.99177 1.57381 4.81177
H 6.30475 0.97569 3.06322
H 4.98211 2.14431 1.07251
H 4.21904 3.04647 2.38289
H 3.20616 -0.99690 1.83509
H 4.78626 -0.64586 2.20174
H 4.07183 -0.06876 0.62489
H 7.14345 2.53375 1.56781
H 7.81178 2.46067 3.02778
C -2.15523 -1.07443 -4.36712
C -2.68313 -0.35751 -5.59647
O -1.68180 0.36927 -6.20041
O -1.88872 -0.17945 -3.34077
H -1.33025 -1.74492 -4.60786
H -2.91156 -1.78510 -4.03393
H -3.45717 0.32295 -5.24160
H -3.17826 -1.06377 -6.26290
H -1.51100 1.19607 -5.74344
H -1.28914 -0.57688 -2.70504
C -0.33139 0.86856 -0.00788
C 1.08153 1.43155 -0.04527
O 1.36904 2.26705 1.12085
O -0.46678 -0.19298 0.97415
H -0.48251 0.47862 -1.01446
H -0.99909 1.70926 0.18054
H 1.04479 2.07692 -0.92291
H 1.98090 0.81828 -0.10115
H 1.86764 1.83027 1.81527
H -0.51104 0.34157 1.77032
C -3.46530 -3.34865 -1.04210
C -2.97374 -2.47255 0.08817
O -3.63888 -2.80716 1.33206
O -2.90098 -4.60083 -0.88660
H -3.28034 -3.00101 -2.05848
H -4.51568 -3.61023 -1.17008
H -3.23203 -1.43954 -0.14482
H -1.90682 -2.24992 0.10316
H -3.30477 -3.69067 1.50348
H -3.06808 -5.16026 -1.64865
*
```

2.
C20H59N7O8 | ωB97M-V/def2-TZVPD

Values from the calculation:
LUMO level	0.2	eV
highest occupied orbital energy	-0.3345	Ha
Kohn-Sham gap	9.29	eV
energy above the lowest of the compared OMol25 structures with the same formula, charge and spin	86.02	kcal/mol
SMILES string	COC[C@H](C)N.COC[C@H](C)N.COC[C@H](C)N.NC(N)=O.NC(N)=O.CCO.CCO.CCO

```
! wB97M-V def2-TZVPD RIJCOSX def2/J DEFGRID3
* xyz 0 1
C 18.33304 16.29288 8.28985
O 19.19775 17.41186 8.15751
C 18.71443 18.57097 8.78150
C 19.62434 19.81319 8.47496
C 21.09080 19.71526 8.93747
N 19.15602 21.15459 8.86968
H 17.37420 16.47705 7.80529
H 18.08520 15.94091 9.29125
H 18.82224 15.51906 7.69826
H 17.72826 18.74065 8.34932
H 18.48972 18.47642 9.84388
H 19.62746 19.85745 7.38586
H 21.25666 19.56924 10.00483
H 21.64755 20.55924 8.53025
H 21.43713 18.77848 8.50091
H 18.18091 21.14461 8.60671
H 19.00124 21.09900 9.86619
C 16.67658 19.01383 12.53395
O 16.27716 20.18839 11.79411
C 16.07148 21.39922 12.46928
C 17.44349 22.18777 12.67526
C 17.41292 23.30431 13.68558
N 18.00995 22.75986 11.46475
H 16.96732 19.33269 13.53490
H 17.62733 18.83189 12.03289
H 15.97017 18.19063 12.42700
H 15.24782 21.95527 12.02149
H 15.56452 21.23793 13.42064
H 18.14614 21.42189 13.00360
H 17.03389 22.98790 14.65734
H 16.65622 24.05601 13.46095
H 18.40979 23.74435 13.71231
H 17.57978 22.23552 10.71635
H 17.53884 23.60544 11.17640
C 25.27286 20.79517 13.87872
O 26.28265 21.76510 13.64003
C 27.21079 21.20125 12.67863
C 28.13077 20.06351 13.15713
C 28.74415 20.26900 14.60566
N 29.09626 19.75404 12.09722
H 25.51529 20.03756 14.62394
H 24.81351 20.41515 12.96621
H 24.43900 21.30051 14.36598
H 26.80503 20.96945 11.69389
H 27.84965 22.07475 12.54840
H 27.49827 19.19198 13.32584
H 27.94833 20.76255 15.16351
H 29.52631 21.02537 14.54063
H 29.09286 19.35666 15.08953
H 29.89165 20.37423 12.04397
H 28.70949 19.74461 11.16426
N 22.67273 26.35626 13.72931
C 22.83645 27.30073 12.79594
N 22.89367 26.76259 11.61240
O 22.94662 28.53984 12.99800
H 22.67780 26.69844 14.67957
H 22.23401 25.45579 13.59980
H 22.91222 27.31850 10.76936
H 22.71463 25.77036 11.55305
N 20.75272 22.56623 6.65496
C 20.90255 23.84793 6.86853
N 20.55688 24.24929 8.10306
O 21.40423 24.60299 5.99517
H 20.21892 21.95190 7.25308
H 21.14954 22.27336 5.77356
H 20.49931 25.24103 8.28536
H 20.04279 23.57274 8.64904
C 20.15137 23.99156 16.46428
C 20.47315 25.40217 16.98833
O 21.82473 25.76650 17.06371
H 19.06664 23.90550 16.52801
H 20.65557 23.22735 17.05578
H 20.33504 23.84430 15.40001
H 20.10454 25.32128 18.01092
H 19.81316 26.05796 16.42048
H 21.84710 26.61272 17.51650
C 25.90801 24.48096 10.08578
C 27.25201 24.72349 10.86693
O 27.94129 25.51876 9.89799
H 26.13378 23.99065 9.13883
H 25.40326 25.41346 9.83325
H 25.23152 24.02320 10.80753
H 27.73246 23.75586 11.01166
H 27.29842 25.22917 11.83142
H 27.66115 26.43654 9.92620
C 22.83733 22.97923 11.69698
C 21.36457 22.72833 11.61903
O 20.70945 23.57311 12.46632
H 23.31790 22.54475 12.57355
H 23.18673 24.01024 11.64197
H 23.24090 22.42905 10.84696
H 21.06392 21.76187 12.02357
H 20.88553 22.61463 10.64656
H 19.78293 23.32278 12.48842
*
```

3.
C20H60AsF6N6O8 | ωB97M-V/def2-TZVPD

Values from the calculation:
LUMO level	-10.0	eV
highest occupied orbital energy	-0.6108	Ha
Kohn-Sham gap	6.64	eV
energy above the lowest of the compared OMol25 structures with the same formula, charge and spin	620.04	kcal/mol

```
! wB97M-V def2-TZVPD RIJCOSX def2/J DEFGRID3
* xyz 3 1
C 3.25829 -0.51186 -2.12870
C 2.92604 -1.91916 -1.48947
C 3.98746 -2.42959 -0.43360
O 4.25603 -1.51138 0.63085
C 3.24141 -1.51704 1.54741
N 1.45112 -2.07189 -1.16735
H 0.90447 -2.25393 -1.99689
H 1.36861 -2.91619 -0.61922
H 0.96933 -1.28916 -0.74867
H 2.77539 0.16934 -1.42808
H 2.86659 -0.45429 -3.14426
H 4.30878 -0.23714 -2.22410
H 3.00611 -2.52846 -2.38971
H 4.90371 -2.78383 -0.90595
H 3.78312 -3.30572 0.18182
H 2.20601 -1.35021 1.25037
H 3.32935 -0.68233 2.24284
H 3.16293 -2.40498 2.17471
C 1.75816 4.53773 0.08051
C 1.23322 3.11531 -0.15496
C 1.44194 2.66286 -1.60987
O 1.20471 1.29647 -1.86162
C 0.86396 1.06029 -3.21304
N 1.89270 1.99254 0.75039
H 1.54396 1.07778 0.50199
H 2.89489 2.05195 0.64002
H 1.51980 2.15652 1.67459
H 1.37388 5.27006 -0.62950
H 2.83496 4.40012 -0.01779
H 1.56943 4.96119 1.06701
H 0.15269 3.01580 -0.05172
H 2.49779 2.78449 -1.85169
H 0.92753 3.38454 -2.24443
H 0.51189 0.03042 -3.27230
H 1.82442 1.18338 -3.71352
H 0.06536 1.71633 -3.55935
C -4.01078 -1.28682 -1.48256
C -2.46844 -1.32395 -1.26026
C -1.99928 -2.72147 -0.82157
O -1.90340 -3.53354 -1.99511
C -1.69882 -4.89751 -1.81834
N -1.75948 -0.83046 -2.45771
H -0.90525 -0.37746 -2.16584
H -1.31747 -1.52982 -3.03705
H -2.17546 -0.08239 -2.99384
H -4.39426 -0.26910 -1.55524
H -4.58759 -1.86376 -0.75970
H -4.35051 -1.56099 -2.48132
H -2.27302 -0.63216 -0.44092
H -2.57598 -3.25012 -0.06259
H -1.02987 -2.58006 -0.34372
H -0.87694 -5.15289 -1.14946
H -1.41204 -5.25772 -2.80633
H -2.64963 -5.29536 -1.46368
C 1.00771 -0.92329 2.79766
C -0.56617 -0.93129 2.64535
C -1.21715 -1.62680 3.84268
O -0.86987 -0.88594 5.05204
C -1.02319 -1.71453 6.22009
N -1.03168 0.53250 2.60605
H -2.00712 0.64610 2.84211
H -0.54272 1.16642 3.22181
H -1.02555 0.97977 1.70051
H 1.24046 -1.96991 2.60141
H 1.40562 -0.94301 3.81224
H 1.53879 -0.20850 2.16907
H -0.90504 -1.42570 1.73495
H -0.92813 -2.67201 3.73265
H -2.30430 -1.59163 3.77208
H -0.24243 -2.47128 6.14365
H -1.99480 -2.20501 6.16120
H -0.73024 -1.34858 7.20415
C -3.03064 4.16328 0.49708
C -2.04774 3.53753 -0.55940
C -0.84535 4.40770 -0.86179
O -0.14740 3.84795 -1.99222
C -0.29746 4.64923 -3.17279
N -1.66078 2.07344 -0.15697
H -2.40520 1.40462 -0.29339
H -1.00645 1.65880 -0.80506
H -1.47572 2.11900 0.83489
H -2.96789 5.23606 0.67949
H -2.72538 3.85651 1.49749
H -4.09293 3.91918 0.50223
H -2.61495 3.44446 -1.48553
H -0.14212 4.46456 -0.03091
H -1.20862 5.41686 -1.05598
H 0.07645 5.66366 -3.03411
H -1.28385 4.47719 -3.60354
H 0.34925 4.21255 -3.93382
N -0.07884 -0.15309 -0.20881
O -1.08580 0.26426 0.35129
O -0.21368 -0.37292 -1.38786
O 0.99946 -0.23370 0.39458
As 0.22396 -3.53179 0.96870
F -0.14831 -1.72449 1.02846
F 1.97729 -3.04952 0.80833
F 0.66569 -5.24618 0.83578
F -1.45068 -4.03148 1.14947
F 0.02127 -3.59326 -0.83567
F 0.38437 -3.54204 2.81889
*
```

4.
C20H60BF4O10 | ωB97M-V/def2-TZVPD

Values from the calculation:
LUMO level	2.7	eV
highest occupied orbital energy	-0.2489	Ha
Kohn-Sham gap	9.50	eV
energy above the lowest of the compared OMol25 structures with the same formula, charge and spin	49.30	kcal/mol

```
! wB97M-V def2-TZVPD RIJCOSX def2/J DEFGRID3
* xyz -1 1
B -0.27592 -0.42782 0.58088
F 1.05008 -0.67482 0.69788
F -0.76392 -0.92682 -0.64312
F -1.02992 -0.96782 1.57888
F -0.47992 0.90818 0.52388
C -1.27892 -4.52282 -1.82612
C -2.04292 -3.95282 -0.68212
O -2.61192 -2.73982 -1.18312
H -1.88692 -5.25182 -2.62812
H -0.47892 -5.19482 -1.62712
H -0.79792 -4.07582 -2.57512
H -1.55592 -3.72182 0.15688
H -2.90492 -4.49782 -0.46712
H -2.07892 -2.00582 -1.23212
C 2.21208 2.54118 -3.20012
C 1.32008 1.49418 -2.51212
O 0.20108 2.07718 -1.97012
H 1.54708 2.99718 -3.86312
H 3.06808 2.11818 -3.61312
H 2.55608 3.29918 -2.40912
H 2.06008 1.00418 -1.74312
H 1.14408 0.62418 -3.09312
H 0.01408 1.69818 -1.08412
C 1.94008 -5.50382 0.96988
C 1.87508 -3.98282 0.72288
O 1.65408 -3.23182 1.84888
H 2.22708 -6.07982 -0.06812
H 1.03508 -5.97082 1.40688
H 2.66908 -5.76182 1.44588
H 1.14308 -4.08282 -0.01212
H 2.84108 -3.50482 0.19688
H 1.33908 -2.47182 1.60088
C 2.22608 -2.15182 -2.49512
C 3.76408 -2.13582 -2.70012
O 4.20408 -0.84182 -2.46212
H 1.70908 -1.82382 -3.33112
H 1.89708 -1.57782 -1.50112
H 1.71408 -3.12682 -2.41712
H 4.14908 -2.41682 -3.76312
H 4.00608 -2.82082 -1.99912
H 3.97908 -0.64482 -1.57512
C -5.50992 0.60118 1.23288
C -4.22192 -0.19682 0.89388
O -3.10992 0.66118 1.27188
H -5.54792 1.60418 0.88588
H -5.44892 0.76118 2.18588
H -6.57992 0.12018 1.05988
H -4.19492 -0.43382 0.01888
H -3.94592 -1.20482 1.38388
H -2.22692 0.17818 1.11688
C -2.11092 0.11818 5.79488
C -2.37192 0.79318 4.43388
O -1.12992 0.92418 3.92688
H -1.37692 0.73518 6.35888
H -1.66292 -0.87782 5.54388
H -3.04392 0.00818 6.24588
H -2.97592 1.87418 4.57188
H -2.79692 0.14218 3.82888
H -0.83892 0.35018 3.31488
C -2.30092 5.11718 1.46688
C -2.65792 3.66818 1.27288
O -3.81192 3.35918 1.80188
H -1.52092 5.27218 0.93188
H -2.46992 5.54818 2.61288
H -3.04392 5.72918 0.87888
H -1.95392 2.82218 1.69388
H -2.60092 3.54618 0.24088
H -3.82892 2.46818 1.59888
C 2.47708 3.39018 0.49988
C 1.47308 3.22918 1.67488
O 1.84408 4.00018 2.66588
H 3.53408 3.27818 0.88188
H 2.31608 4.21318 -0.13412
H 2.44808 2.69118 -0.26312
H 1.33908 2.31018 1.80588
H 0.39708 3.66318 1.28488
H 1.15808 3.99218 3.35588
C -1.45192 -0.14282 -4.67612
C -2.50192 0.14418 -3.59712
O -3.67592 0.78718 -4.10512
H -1.12092 0.71918 -4.89812
H -2.00492 -0.59082 -5.55112
H -0.56192 -0.55582 -4.15512
H -2.17492 0.66618 -2.75612
H -2.90692 -0.77782 -2.95812
H -4.24592 0.75818 -3.32212
C 5.95308 0.46118 0.02988
C 4.80708 0.44318 0.92988
O 3.76708 -0.31582 0.35288
H 6.03208 -0.64282 -0.31412
H 6.87108 0.61218 0.54788
H 5.99508 1.19218 -0.76512
H 4.28408 1.42318 1.23688
H 4.93208 -0.18682 1.98388
H 2.94208 -0.12082 0.62188
*
```